Entry 1:
48
Properties=species:S:1:pos:R:3:forces:R:3 method="wB97M-V/def2-TZVPD" total_energy_ev=-54914.926 smiles="COc1ccc2c(CC(=O)N3CCN(S(=O)(=O)c4cccs4)CC3)coc2c1" total_charge=0 gap_ha=0.315 relative_energy_kcal_mol=12.24 e_lumo_ev=0.39
C 1.5998 5.8744 -2.1345 -0.1 0.2 0.1
O 1.9756 4.6895 -2.7935 0.1 -0.3 -0.1
C 2.2669 3.5934 -2.0432 0.0 -0.2 0.1
C 2.6584 2.4593 -2.7810 -0.1 0.2 -0.1
C 2.9870 1.2761 -2.1698 0.0 0.1 0.2
C 2.9255 1.2067 -0.7776 -0.2 0.6 0.4
C 3.1801 0.1967 0.2103 0.0 0.3 0.5
C 3.6100 -1.2151 -0.0193 0.1 -0.1 0.3
C 2.7633 -2.1712 0.8129 0.2 0.0 -0.4
O 3.2335 -2.7751 1.7575 0.3 0.0 0.3
N 1.4681 -2.3196 0.4454 -0.3 -0.2 0.0
C 0.7486 -1.5718 -0.5588 -0.2 0.3 -0.2
C -0.2718 -0.6477 0.1226 0.3 0.2 -0.6
N -1.1367 -1.3796 1.0230 -0.9 -0.5 -0.3
S -2.4246 -2.1347 0.2555 -0.1 0.7 -0.1
O -2.9725 -3.0999 1.1564 0.1 0.0 0.3
O -2.0942 -2.5438 -1.0810 0.0 0.2 0.0
C -3.5372 -0.7658 0.1299 0.2 -0.3 0.3
C -3.9663 -0.1303 -0.9949 0.2 -0.3 0.0
C -4.8490 0.9317 -0.7041 -0.1 0.1 0.1
C -5.0626 1.0729 0.6318 0.2 -0.3 0.2
S -4.1972 -0.0873 1.5610 -0.2 0.3 -0.3
C -0.4134 -2.1938 1.9807 0.1 -0.6 0.2
C 0.5842 -3.1150 1.2764 0.0 -0.1 0.4
C 2.9260 0.7884 1.4049 0.3 -0.7 -0.5
O 2.5324 2.0831 1.2724 -0.1 0.5 0.2
C 2.5321 2.3458 -0.0531 0.2 -0.5 -0.9
C 2.1976 3.5485 -0.6597 -0.1 0.2 0.2
H 1.4316 6.6083 -2.9209 0.0 0.0 0.1
H 0.6768 5.7398 -1.5613 0.0 0.0 0.0
H 2.3922 6.2318 -1.4692 0.0 0.0 0.0
H 2.6953 2.5585 -3.8540 0.0 0.0 -0.1
H 3.2933 0.4228 -2.7555 0.0 -0.1 -0.1
H 3.5526 -1.4659 -1.0788 0.0 0.0 0.0
H 4.6430 -1.3498 0.3104 -0.1 -0.1 -0.1
H 1.4196 -0.9816 -1.1771 0.0 0.0 0.0
H 0.1985 -2.2763 -1.1926 0.2 0.1 0.0
H -0.9029 -0.1698 -0.6281 0.1 0.2 0.0
H 0.2446 0.1234 0.7031 0.0 0.0 -0.1
H -3.6600 -0.4297 -1.9802 0.1 -0.1 -0.2
H -5.3007 1.5549 -1.4540 -0.1 0.1 -0.1
H -5.6846 1.7924 1.1262 -0.1 0.1 0.1
H -1.1543 -2.7753 2.5281 0.2 0.0 0.2
H 0.1105 -1.5219 2.6673 0.0 0.0 0.0
H 1.1962 -3.6540 2.0011 -0.1 0.0 -0.1
H 0.0381 -3.8237 0.6449 0.1 0.0 0.0
H 2.9926 0.4039 2.4038 0.0 0.0 0.2
H 1.9068 4.3916 -0.0565 -0.1 0.1 0.0

Entry 2:
59
Properties=species:S:1:pos:R:3:forces:R:3 method="wB97M-V/def2-TZVPD" total_energy_ev=-53483.800 total_charge=-1 gap_ha=0.234 relative_energy_kcal_mol=29.51 e_lumo_ev=2.74
Pd -0.1782 -0.6318 0.4935 0.7 -0.6 -0.3
B -2.1603 -2.6849 -1.8641 0.0 0.0 0.0
N -1.4159 -3.2773 -0.6126 0.0 0.1 0.0
C -1.4278 -4.5900 -0.3433 0.0 0.0 -0.1
C -0.9820 -4.7934 0.9501 0.0 0.0 0.0
C -0.7027 -3.5068 1.4112 0.0 0.0 0.0
N -0.9674 -2.6066 0.4664 -0.2 -0.3 0.0
N -1.7558 -1.2230 -2.2200 0.1 -0.1 0.1
C -1.9991 -0.6690 -3.4184 0.0 -0.1 -0.1
C -1.7369 0.6850 -3.3464 0.0 0.0 0.1
C -1.3164 0.8764 -2.0246 0.0 0.0 -0.1
N -1.3422 -0.2727 -1.3596 -0.3 0.2 -0.2
H -1.8868 -3.3973 -2.8076 0.0 0.0 0.0
H -3.3596 -2.7196 -1.6386 0.0 0.0 0.0
H -1.7813 -5.2808 -1.0912 0.0 0.0 0.0
H -0.8666 -5.7274 1.4718 0.0 0.0 0.0
H -0.2963 -3.1648 2.3499 0.0 0.0 0.0
H -2.3489 -1.2868 -4.2296 0.0 0.0 0.0
H -1.8135 1.4144 -4.1344 0.0 0.0 0.0
H -0.9615 1.7584 -1.5169 0.0 0.0 0.0
C 1.7025 4.1607 1.7536 0.0 0.0 0.0
C 1.4915 3.6296 0.3295 0.0 0.0 0.0
C 2.8053 3.7390 -0.4554 0.0 0.0 0.0
C 0.4116 4.4687 -0.3662 0.0 0.0 0.0
C 1.0588 2.2218 0.3847 0.0 0.0 0.0
C 0.7125 1.0601 0.4392 0.1 0.7 -0.1
H 2.0279 5.2061 1.7315 0.0 0.0 0.0
H 2.4589 3.5692 2.2718 0.0 0.0 0.0
H 0.7761 4.0930 2.3261 0.0 0.0 0.0
H 3.1401 4.7802 -0.5083 0.0 0.0 0.0
H 2.6697 3.3617 -1.4702 0.0 0.0 0.0
H 3.5860 3.1450 0.0224 0.0 0.0 0.0
H 0.7006 5.5244 -0.3968 0.0 0.0 0.0
H -0.5385 4.3798 0.1632 0.0 0.0 0.0
H 0.2629 4.1207 -1.3906 0.0 0.0 0.0
S -0.8220 -0.1766 2.9649 0.1 -0.1 0.0
C -2.0552 0.0316 1.8832 -1.0 0.3 0.6
N -3.1261 -0.8344 1.7275 0.1 0.0 -0.1
C -3.9602 -0.5328 0.5747 0.0 0.0 0.0
C -4.0734 0.9916 0.5315 0.0 -0.1 -0.1
S -2.5235 1.6186 1.2353 0.1 0.1 0.0
H -2.8795 -1.8049 1.8629 0.1 0.0 0.0
H -4.9353 -1.0053 0.6990 0.0 0.0 0.0
H -3.5141 -0.8942 -0.3525 0.0 0.0 0.0
H -4.9156 1.3560 1.1193 0.0 0.0 0.0
H -4.1682 1.3372 -0.4972 0.0 0.0 0.0
C 3.7068 0.0296 1.0116 0.1 0.0 0.2
C 3.0483 -1.0474 0.1600 0.0 0.0 -0.2
C 4.0012 -2.2472 0.0578 0.0 0.0 0.0
C 1.7036 -1.5296 0.6965 0.2 0.0 0.2
H 4.6499 0.3598 0.5639 0.0 0.0 0.0
H 3.9390 -0.3786 2.0029 0.0 0.0 0.0
H 3.0578 0.8914 1.1481 0.0 -0.1 0.0
H 2.9038 -0.6613 -0.8556 0.0 0.1 0.0
H 4.1396 -2.7049 1.0428 0.0 0.0 0.0
H 4.9890 -1.9534 -0.3145 0.0 0.0 0.0
H 3.6002 -3.0146 -0.6086 0.0 0.0 0.0
H 1.7971 -1.7195 1.7727 0.1 -0.1 0.0
H 1.4698 -2.4731 0.2037 0.1 -0.2 0.0

Entry 3:
118
Properties=species:S:1:pos:R:3:forces:R:3 method="wB97M-V/def2-TZVPD" total_energy_ev=-107022.906 total_charge=0 gap_ha=0.294 relative_energy_kcal_mol=114.79 e_lumo_ev=-0.59
Y 0.0563 0.3716 -0.0487 -1.0 -0.1 0.0
C 3.6146 -1.0119 2.4129 0.1 0.0 0.1
C 4.1883 0.1486 2.9620 0.0 -0.1 0.0
C 3.5336 1.3393 2.8549 0.0 0.1 0.0
C 2.2726 1.4004 2.2095 -0.2 0.1 0.1
N 1.7849 0.3017 1.5819 0.3 0.2 0.2
C 2.4427 -0.8790 1.7319 -0.2 0.2 0.0
N 1.5280 2.5073 2.4284 0.1 -0.1 0.0
C 0.3513 2.8438 1.9606 -0.1 0.1 0.0
N -0.1118 2.5587 0.7266 0.1 0.7 0.4
C -2.1986 2.3597 1.7411 0.1 -0.3 -0.4
N -3.2348 1.3906 1.5688 0.0 0.0 0.0
C -3.6615 0.8206 0.3110 0.2 0.1 0.2
C -4.9516 1.0847 -0.1046 -0.2 0.1 0.0
C -5.4090 0.4111 -1.2222 -0.1 0.0 0.0
C -4.5798 -0.5052 -1.8511 0.0 0.0 0.0
C -3.3080 -0.6911 -1.3489 0.1 0.0 0.0
N -2.8388 -0.0379 -0.2776 0.0 0.1 -0.1
C -1.9016 3.1127 2.9701 -0.1 0.0 0.0
C -2.7729 3.4501 3.9763 -0.1 0.0 0.0
C -2.2851 4.1847 5.0572 0.0 0.0 0.0
C -0.9498 4.5503 5.1002 0.0 0.0 0.0
C -0.0695 4.1743 4.0857 0.0 0.1 0.1
C -0.5474 3.4606 3.0099 0.1 -0.1 -0.1
H 4.0806 -1.9828 2.5093 0.0 0.0 0.0
H 5.1338 0.0929 3.4882 0.0 0.0 0.0
H 3.9057 2.2490 3.3063 0.0 0.0 0.0
H 1.9652 -1.7425 1.2884 0.0 0.0 0.0
H -5.5674 1.7912 0.4382 0.0 0.0 0.0
H -6.4111 0.5939 -1.5896 0.0 0.0 0.0
H -4.9003 -1.0555 -2.7247 0.0 0.0 0.0
H -2.6170 -1.3684 -1.8380 0.0 0.0 0.0
H -3.8144 3.1570 3.9187 0.0 0.0 0.0
H -2.9531 4.4693 5.8605 0.0 0.0 0.0
H -0.5804 5.1268 5.9385 0.0 0.0 0.0
H 0.9801 4.4337 4.1266 0.0 0.0 0.0
O -2.7451 -5.0815 -0.1381 0.1 0.1 0.0
C -3.0008 -4.5936 1.0669 0.0 0.1 0.0
O -3.9009 -5.0184 1.7415 0.0 0.0 0.0
C -2.1270 -3.4745 1.5601 0.1 -0.2 -0.1
C -2.1231 -3.0047 2.8577 -0.1 0.0 0.1
Cl -3.1276 -3.4717 4.1419 0.0 0.1 0.0
N -1.2128 -2.0043 2.9571 0.1 0.3 0.2
N -0.6691 -1.7438 1.7470 0.2 -0.3 0.0
C -1.1743 -2.6491 0.9214 -0.1 0.1 -0.1
C -0.6549 -2.6625 -0.4902 0.0 0.1 -0.1
O -0.7755 -3.6621 -1.1850 -0.2 -0.1 0.0
O -0.0732 -1.5797 -0.8657 -0.2 -1.2 -0.1
C -0.6490 -1.4027 4.1455 0.0 -0.1 -0.1
C -0.1422 -0.1155 4.0872 -0.1 0.0 0.0
C 0.4442 0.4580 5.2029 0.0 0.0 0.0
C 0.5310 -0.2556 6.3901 0.0 0.0 0.0
C 0.0478 -1.5549 6.4359 0.0 0.0 0.0
C -0.5314 -2.1378 5.3179 0.1 -0.1 0.0
H -1.9712 -4.6294 -0.5642 0.0 0.0 0.0
H -0.1941 0.4367 3.1702 0.0 0.1 0.0
H 0.8293 1.4690 5.1288 0.0 0.0 0.0
H 0.9795 0.1930 7.2681 0.0 0.0 0.0
H 0.1352 -2.1387 7.3434 0.0 0.0 0.0
H -0.8538 -3.1655 5.3689 0.0 0.0 0.0
O -5.8202 4.9078 -3.0186 0.0 -0.1 0.0
N -5.2602 4.7721 -1.9485 0.2 0.1 0.0
O -5.6397 5.2583 -0.9013 0.0 0.0 0.0
C -4.0406 3.9584 -1.9220 -0.2 0.0 0.0
C -3.6787 3.2437 -3.0483 -0.1 0.1 -0.2
C -2.5888 2.4278 -2.9512 0.0 -0.2 -0.3
C -1.7814 2.2742 -1.8016 0.1 0.0 0.2
O -0.7851 1.4569 -1.7752 0.0 -0.1 0.0
C -2.1846 3.0715 -0.7174 0.2 0.1 0.3
C -3.2961 3.8892 -0.7707 0.0 0.1 0.1
N -1.4760 3.1775 0.6076 -0.1 0.1 0.1
O -1.8381 0.9973 1.7914 0.0 0.4 -0.1
O -1.4451 4.4771 0.9094 0.0 -0.4 0.0
N -2.2998 1.5962 -4.1337 0.0 0.1 -0.1
O -1.8926 2.1616 -5.1282 0.0 -0.1 0.1
O -2.5440 0.4101 -4.0529 0.0 0.1 0.0
H -4.2499 3.3146 -3.9639 0.0 0.0 0.0
H -3.5607 4.4928 0.0841 0.0 0.0 0.0
C 3.3777 -2.5802 -1.0327 0.0 -0.1 0.0
C 3.2307 -1.9638 -2.4232 0.1 0.1 0.1
C 4.6003 -1.9223 -3.1030 0.0 -0.1 0.0
C 2.2718 -2.8339 -3.2344 0.0 -0.1 0.0
Sb 2.3549 0.0317 -2.1746 0.5 0.1 -0.4
C 4.0370 1.3650 -1.7386 -0.1 0.0 0.0
C 4.8300 0.7258 -0.6029 0.1 0.1 0.0
C 3.4039 2.6612 -1.2181 0.2 0.1 0.0
C 4.9677 1.6841 -2.9046 0.0 0.1 0.1
C 1.7464 0.5701 -4.2033 0.0 0.0 0.1
C 0.4283 -0.1619 -4.4703 0.0 0.0 -0.1
C 1.5171 2.0839 -4.2083 0.0 0.0 -0.1
C 2.7546 0.2053 -5.2916 -0.2 0.0 -0.1
H 3.8966 -3.5440 -1.1204 0.0 0.0 0.0
H 2.4004 -2.7756 -0.5851 0.0 0.0 0.0
H 3.9567 -1.9532 -0.3530 0.0 0.0 0.0
H 4.9107 -2.9505 -3.3322 0.0 0.1 0.0
H 5.3662 -1.4905 -2.4577 0.0 0.0 0.0
H 4.5951 -1.3675 -4.0401 0.0 0.0 0.0
H 2.6075 -3.8770 -3.1617 0.0 0.1 0.0
H 2.2726 -2.5687 -4.2906 0.0 0.0 0.0
H 1.2465 -2.7970 -2.8617 0.0 0.0 0.0
H 4.2019 0.5084 0.2601 0.0 0.0 0.0
H 5.6117 1.4219 -0.2703 0.0 0.0 0.0
H 5.3224 -0.1990 -0.9053 0.0 0.0 0.0
H 2.6591 2.4865 -0.4359 0.0 0.0 0.0
H 2.9184 3.2315 -2.0103 0.0 0.0 0.0
H 4.1840 3.2980 -0.7797 0.0 0.0 -0.1
H 5.4247 0.7941 -3.3359 0.0 0.0 0.0
H 5.7806 2.3292 -2.5442 0.0 0.0 0.0
H 4.4566 2.2297 -3.6975 0.0 0.0 0.0
H -0.2494 -0.1398 -3.6182 0.0 0.0 0.0
H 0.5923 -1.2040 -4.7394 0.0 0.0 0.0
H -0.0878 0.3180 -5.3094 0.1 -0.1 0.0
H 0.9249 2.4263 -3.3577 0.0 0.0 0.0
H 0.9714 2.3584 -5.1183 0.0 0.0 0.0
H 2.4621 2.6308 -4.2136 -0.1 0.0 0.0
H 2.9101 -0.8702 -5.3677 0.0 0.0 0.0
H 3.7221 0.6838 -5.1572 0.1 0.0 0.0
H 2.3544 0.5399 -6.2583 0.0 0.0 0.1

Entry 4:
21
Properties=species:S:1:pos:R:3:forces:R:3 method="wB97M-V/def2-TZVPD" total_energy_ev=-7484.621 smiles="C=C(C)CCCC" total_charge=0 gap_ha=0.374 relative_energy_kcal_mol=38.59 e_lumo_ev=1.09
C 0.7575 -2.6809 -0.4512 -0.1 -0.7 -0.6
C 0.4117 -1.5540 0.1570 0.2 0.9 0.6
C -0.4892 -1.5550 1.4004 0.5 -1.0 -1.7
C 1.0889 -0.2164 -0.3168 -1.9 -2.0 0.8
C 0.6765 1.0441 0.4303 1.1 0.3 0.6
C -0.7084 1.5489 0.1133 -1.4 1.6 0.6
C -0.8782 2.3441 -1.1745 -0.9 -2.2 -1.8
H 0.4038 -3.6827 -0.2219 -0.3 0.3 0.6
H 1.3847 -2.7607 -1.3377 0.1 0.7 0.1
H -0.3374 -0.7032 2.0438 0.0 0.0 0.2
H -0.2167 -2.5062 1.8515 -0.4 0.2 0.7
H -1.5210 -1.6142 1.0415 0.0 0.1 0.4
H 2.1122 -0.5651 -0.2299 0.5 1.1 -0.5
H 0.6903 -0.1434 -1.3225 0.8 0.3 -0.5
H 1.4766 1.7681 0.2218 -0.5 0.3 -0.2
H 0.7145 0.9885 1.5213 0.3 -0.6 0.0
H -1.1634 2.1965 0.8961 1.0 -0.3 0.2
H -1.4517 0.7461 0.1344 0.3 -0.3 -0.3
H -1.8213 2.8802 -1.2673 0.1 0.4 0.5
H -0.0561 2.9267 -1.5709 0.3 0.2 0.5
H -1.0732 1.5387 -1.9187 0.5 0.6 -0.2